1.
C20H18F6N4O4RuS2Sb as an isolated structure at a distorted geometry. Source: OMol25; level of theory: the ωB97M-V functional and the def2-TZVPD basis.

```
56
Properties=species:S:1:pos:R:3
Ru 0.252 0.220 -0.138
C 3.324 0.316 -0.981
C 2.481 -0.283 -2.043
C 3.094 -0.885 -3.148
C 2.330 -1.383 -4.181
C 0.944 -1.226 -4.123
C 0.398 -0.627 -3.006
N 1.136 -0.203 -1.971
Sb -1.768 -0.120 -3.103
C -1.617 1.749 -1.896
C -2.484 2.773 -2.222
C -2.316 4.007 -1.590
C -1.265 4.171 -0.712
C -0.409 3.097 -0.433
C 0.777 3.290 0.431
N -0.635 1.897 -1.004
C -2.513 -1.481 -1.473
C -3.694 -2.154 -1.687
C -4.033 -3.059 -0.681
C -3.208 -3.231 0.403
C -2.030 -2.474 0.535
C -1.156 -2.626 1.713
N -1.731 -1.607 -0.438
H 4.022 1.030 -1.424
H 2.731 0.824 -0.213
H 3.936 -0.457 -0.517
H 4.173 -0.936 -3.176
H 2.792 -1.851 -5.040
H 0.315 -1.559 -4.939
H -3.263 2.623 -2.958
H -2.986 4.827 -1.815
H -1.078 5.125 -0.237
H 1.430 4.049 -0.005
H 0.494 3.666 1.417
H 1.346 2.360 0.574
H -4.312 -2.002 -2.562
H -4.954 -3.625 -0.784
H -3.454 -3.947 1.175
H -1.727 -2.914 2.592
H -0.405 -3.402 1.557
H -0.632 -1.693 1.915
F 4.164 -1.090 3.783
C 3.692 -0.863 2.598
F 4.257 -1.638 1.685
F 3.867 0.401 2.233
S 1.835 -1.158 2.487
O 1.577 -0.962 1.024
O 1.457 -2.425 2.967
N 1.266 0.103 3.234
S -0.021 0.980 3.040
O -0.658 0.596 1.739
O 0.225 2.366 3.140
C -1.282 0.452 4.365
F -0.969 -0.772 4.744
F -2.474 0.436 3.798
F -1.242 1.294 5.354
```

Results
- multiplicity = 5
- <S²> = 6.0276
- E_HOMO (alpha / beta) (eV) = -19.0 / -18.9
- DFT total energy (eV) = -82244.931
- relative energy (zero: lowest compared OMol25 entry of this formula, charge and spin) (eV) = 0.757
- orbital gap (alpha / beta) (eV) = 8.1 / 5.0
- net charge = +3
- largest force on an atom (hartree/bohr) = 0.0431



2.
A 2-piece molecular cluster, C2H7NO3 overall at a distorted geometry. Source: OMol25; level of theory: the ωB97M-V functional and the def2-TZVPD basis.

```
13
Properties=species:S:1:pos:R:3
O -2.310 -0.498 -0.398
C -2.025 0.232 -1.309
O -0.890 0.709 -1.542
H -2.853 0.464 -2.028
H -0.230 0.328 -0.809
N 1.447 0.677 1.064
C 0.752 -0.556 0.872
O 0.582 -0.886 -0.522
H 0.815 1.440 1.121
H 2.114 0.642 1.834
H -0.200 -0.519 1.398
H 1.340 -1.407 1.210
H 1.457 -0.627 -0.891
```

Results
- E_HOMO (eV) = -9.8
- DFT total energy (eV) = -9819.375
- relative energy (zero: lowest compared OMol25 entry of this formula, charge and spin) (eV) = 1.585
- orbital gap (eV) = 10.5
- net charge = 0
- largest force on an atom (hartree/bohr) = 0.0772



3.
C7H13CuF3IN3O5S as an isolated structure at a distorted geometry. Source: OMol25; level of theory: the ωB97M-V functional and the def2-TZVPD basis.

```
34
Properties=species:S:1:pos:R:3
N 2.242 1.672 0.187
C 2.231 0.328 -0.364
N 3.640 -0.142 -0.429
N 1.725 0.367 -1.739
C 1.399 -0.636 0.509
C -0.151 -0.624 0.303
C -0.693 0.779 0.649
C -2.203 1.065 0.670
O -2.907 -0.051 1.121
C -2.749 1.601 -0.666
F -1.911 2.455 -1.237
F -3.031 0.622 -1.522
F -3.883 2.233 -0.420
O -0.575 -1.679 1.202
S -1.580 -2.739 0.570
O -0.837 -3.910 0.246
O -2.814 -2.838 1.232
O -1.803 -1.875 -0.803
C -0.691 -1.125 -1.059
I 0.627 -2.595 -2.117
H 3.023 2.192 -0.204
H 2.363 1.631 1.191
H 3.737 -1.139 -0.258
H 4.197 0.308 0.289
H 1.995 1.235 -2.197
H 2.259 -0.337 -2.240
H 1.742 -1.665 0.443
H 1.555 -0.346 1.564
H -0.237 1.463 -0.069
H -0.314 1.071 1.657
H -2.376 1.887 1.377
H -3.832 -0.034 0.835
H -0.888 -0.364 -1.806
Cu 0.740 1.191 3.086
```

Results
- multiplicity = 2
- <S²> = 0.7547
- E_HOMO (alpha / beta) (eV) = -16.6 / -16.5
- DFT total energy (eV) = -93884.198
- orbital gap (alpha / beta) (eV) = 6.9 / 5.3
- net charge = +2
- largest force on an atom (hartree/bohr) = 0.0350



4.
A 2-piece molecular cluster, C18H25BBrClN3O4 overall at a distorted geometry. Source: OMol25; level of theory: the ωB97M-V functional and the def2-TZVPD basis.

```
53
Properties=species:S:1:pos:R:3
C 5.780 -1.070 1.454
C 5.063 -1.823 0.198
O 4.986 -0.881 -0.905
B 3.756 -1.030 -1.640
O 3.768 -1.560 -2.978
C 2.315 -0.550 -0.998
C 2.237 0.892 -0.457
C 0.933 1.469 0.132
Br 0.768 3.296 0.824
C -0.232 0.409 0.145
C -1.670 0.830 0.729
C -2.778 0.932 -0.422
O -2.387 1.222 -1.565
Cl -4.505 0.647 0.066
N 0.092 -0.873 -0.376
C -1.065 -1.865 -0.290
C -0.548 -3.393 -0.496
C -1.737 -4.315 0.141
C -1.414 -4.755 1.672
O -2.210 -4.032 2.644
C -1.480 -2.931 3.237
N 1.181 -1.379 -0.916
H 5.025 -0.875 2.302
H 6.648 -1.698 1.852
H 6.120 -0.029 1.104
H 4.034 -2.137 0.581
H 5.686 -2.755 -0.052
H 3.330 -2.438 -2.978
H 3.182 1.533 -0.505
H -1.569 1.801 1.341
H -2.026 0.038 1.476
H -1.568 -1.855 0.731
H -1.869 -1.625 -1.081
H -0.354 -3.651 -1.585
H 0.367 -3.605 0.170
H -2.676 -3.652 0.211
H -2.002 -5.205 -0.524
H -1.729 -5.864 1.735
H -0.292 -4.749 1.907
H -1.207 -3.080 4.331
H -2.128 -1.988 3.072
H -0.519 -2.734 2.624
N -1.664 6.510 -0.278
C -1.812 5.192 -0.482
C -2.506 4.650 -1.551
C -3.086 5.518 -2.465
C -2.950 6.885 -2.278
C -2.233 7.328 -1.177
H -1.342 4.556 0.263
H -2.591 3.577 -1.667
H -3.638 5.132 -3.315
H -3.390 7.592 -2.970
H -2.096 8.388 -0.990
```

Results
- E_HOMO (eV) = -11.8
- DFT total energy (eV) = -114962.006
- orbital gap (eV) = 6.8
- net charge = +1
- largest force on an atom (hartree/bohr) = 0.0929



5.
A 2-piece molecular cluster, BH4NO2 overall at a distorted geometry. Source: OMol25; level of theory: the ωB97M-V functional and the def2-TZVPD basis.

```
8
Properties=species:S:1:pos:R:3
O -2.022 0.877 -0.264
B -2.339 -0.221 0.083
O -2.440 -1.453 0.495
H -3.315 -1.930 0.492
N 0.923 1.333 -0.391
H 0.005 1.639 -0.053
H 1.434 0.991 0.383
H 0.490 0.451 -0.875
```

Results
- E_HOMO (eV) = -9.8
- DFT total energy (eV) = -6328.141
- relative energy (zero: lowest compared OMol25 entry of this formula, charge and spin) (eV) = 1.882
- orbital gap (eV) = 9.5
- net charge = 0
- largest force on an atom (hartree/bohr) = 0.0760



6.
C15H17BClNO8Zr as an isolated structure at a distorted geometry. Source: OMol25; level of theory: the ωB97M-V functional and the def2-TZVPD basis.

```
44
Properties=species:S:1:pos:R:3
Zr -0.351 1.499 0.969
O -4.327 -2.237 5.527
C -4.767 -1.444 4.693
O -5.884 -1.042 4.359
C -3.605 -0.711 3.871
C -2.304 -1.201 3.943
C -1.347 -0.719 3.085
N -1.607 0.251 2.181
C -2.891 0.725 2.105
C -3.902 0.241 2.898
C -3.143 1.809 1.076
O -4.224 2.276 0.894
O -2.037 2.162 0.408
H -2.080 -1.960 4.681
H -0.336 -1.105 3.101
H -4.918 0.596 2.785
Cl 1.689 0.326 2.091
C 2.827 1.560 1.449
C 2.180 2.961 1.563
O 2.877 3.912 1.748
O 0.869 2.946 1.452
H 3.019 1.318 0.406
H 3.744 1.522 2.025
C 3.012 -0.976 -1.606
C 1.534 -1.041 -1.988
C 1.180 -2.461 -2.389
O 0.779 -0.658 -0.806
B 0.388 0.666 -0.940
O 0.708 1.155 -2.167
C 1.119 0.055 -3.021
C 2.229 0.533 -3.939
C -0.110 -0.334 -3.839
H 3.164 -1.570 -0.704
H 3.323 0.050 -1.406
H 3.638 -1.379 -2.400
H 1.528 -3.152 -1.622
H 1.674 -2.709 -3.330
H 0.107 -2.595 -2.506
H 3.052 0.976 -3.381
H 1.831 1.292 -4.610
H 2.608 -0.299 -4.535
H -0.906 -0.690 -3.186
H 0.130 -1.102 -4.574
H -0.471 0.553 -4.359
```

Results
- E_HOMO (eV) = -8.3
- DFT total energy (eV) = -48183.748
- relative energy (zero: lowest compared OMol25 entry of this formula, charge and spin) (eV) = 0.648
- orbital gap (eV) = 6.7
- net charge = 0
- largest force on an atom (hartree/bohr) = 0.0552



7.
C3H10AlBCaNO3S as an isolated structure at a distorted geometry. Source: OMol25; level of theory: the ωB97M-V functional and the def2-TZVPD basis.

```
21
Properties=species:S:1:pos:R:3
C -2.235 -0.122 -0.972
C -0.833 -0.884 -0.886
C -0.378 -1.746 0.391
N -0.059 -0.742 -1.916
Al 1.008 0.821 -1.430
S 3.204 0.223 -1.445
O 0.404 1.658 0.120
B 1.178 1.374 1.277
O 0.472 0.741 2.397
O 2.558 1.692 1.476
H -2.166 0.990 -0.726
H -2.585 -0.185 -2.060
H -2.977 -0.694 -0.283
H 0.745 -1.694 0.525
H -0.772 -2.820 0.313
H -0.861 -1.242 1.306
H 0.827 1.886 -2.617
H 3.544 -0.426 -0.253
H 0.707 -0.203 2.452
H 2.669 2.653 1.333
Ca -4.450 -1.281 0.999
```

Results
- E_HOMO (eV) = -10.2
- DFT total energy (eV) = -47446.199
- orbital gap (eV) = 2.7
- net charge = +1
- largest force on an atom (hartree/bohr) = 0.0913



8.
A 2-piece molecular cluster, C4H8IN2 overall at a distorted geometry. Source: OMol25; level of theory: the ωB97M-V functional and the def2-TZVPD basis.

```
15
Properties=species:S:1:pos:R:3
C -0.326 0.361 -1.388
C 0.706 -1.299 0.588
C 0.240 -0.167 -0.152
C -1.176 1.949 0.516
N -0.661 0.797 -0.012
N 0.813 -2.505 0.128
I 2.816 0.040 0.004
H 0.323 0.960 -1.897
H -1.064 -0.213 -2.028
H 0.476 -1.198 2.064
H -1.362 1.918 1.674
H -0.633 2.897 0.596
H -2.178 2.292 0.097
H 0.778 -2.544 -0.903
H 1.247 -3.289 0.713
```

Results
- E_HOMO (eV) = -13.4
- DFT total energy (eV) = -15346.966
- relative energy (zero: lowest compared OMol25 entry of this formula, charge and spin) (eV) = 5.140
- orbital gap (eV) = 8.2
- net charge = +1
- largest force on an atom (hartree/bohr) = 0.1239



9.
C3H2LiO2Pm as an isolated structure at a distorted geometry. Source: OMol25; level of theory: the ωB97M-V functional and the def2-TZVPD basis.

```
9
Properties=species:S:1:pos:R:3
C 2.067 -0.115 -0.911
C 1.158 -0.918 -1.081
H 2.939 0.255 -0.388
H 0.501 -1.482 -1.729
O -1.449 -0.597 1.244
C -1.973 -0.056 0.238
O -1.548 0.965 -0.289
Li 0.262 1.446 -0.728
Pm -1.956 0.503 3.645
```

Results
- multiplicity = 6
- <S²> = 8.7545
- E_HOMO (alpha / beta) (eV) = -21.4 / -21.4
- DFT total energy (eV) = -23962.063
- relative energy (zero: lowest compared OMol25 entry of this formula, charge and spin) (eV) = 0.000
- orbital gap (alpha / beta) (eV) = 5.6 / 5.6
- net charge = +3
- largest force on an atom (hartree/bohr) = 0.2008



10.
C45H53Cl5NP2PtSi4 as an isolated structure at a distorted geometry. Source: OMol25; level of theory: the ωB97M-V functional and the def2-TZVPD basis.

```
111
Properties=species:S:1:pos:R:3
Pt 0.275 -0.982 -0.748
C -1.347 -0.165 2.008
P -1.194 -1.868 1.248
C -1.338 -2.972 2.684
C -0.187 -3.258 3.415
C -0.266 -3.990 4.590
C -1.495 -4.450 5.037
C -2.645 -4.171 4.312
C -2.571 -3.431 3.144
C -2.645 -2.212 0.200
C -3.206 -1.218 -0.596
C -4.079 -1.537 -1.625
C -4.398 -2.863 -1.880
C -3.838 -3.863 -1.098
C -2.966 -3.544 -0.069
C 0.001 0.490 1.907
C 0.960 0.774 2.857
C 2.177 1.011 2.174
C 1.930 0.865 0.830
C 2.862 0.704 -0.339
P 2.448 -0.944 -1.057
C 3.415 -2.091 -0.052
C 4.753 -2.341 -0.353
C 5.511 -3.146 0.485
C 4.940 -3.691 1.625
C 3.614 -3.428 1.934
C 2.853 -2.630 1.096
C 2.979 -1.072 -2.775
C 2.700 -0.017 -3.643
C 2.888 -0.167 -5.005
C 3.333 -1.380 -5.515
C 3.593 -2.439 -4.660
C 3.418 -2.289 -3.292
N 0.591 0.547 0.638
H -1.685 -0.227 3.043
H -2.096 0.386 1.450
H 0.774 -2.905 3.073
H 0.633 -4.208 5.152
H -1.559 -5.025 5.951
H -3.605 -4.530 4.659
H -3.474 -3.218 2.585
H -2.931 -0.182 -0.451
H -4.497 -0.750 -2.239
H -5.068 -3.115 -2.690
H -4.071 -4.900 -1.297
H -2.518 -4.340 0.513
H 0.828 0.766 3.925
H 3.129 1.233 2.628
H 3.907 0.732 -0.028
H 2.713 1.445 -1.127
H 5.208 -1.907 -1.234
H 6.546 -3.346 0.246
H 5.532 -4.324 2.273
H 3.171 -3.855 2.825
H 1.813 -2.434 1.312
H 2.306 0.917 -3.261
H 2.667 0.655 -5.672
H 3.466 -1.500 -6.582
H 3.927 -3.389 -5.054
H 3.590 -3.135 -2.638
Cl 0.734 -4.435 -0.847
C 0.135 -3.661 -2.274
C -0.066 -2.284 -2.259
C -0.571 -1.738 -3.439
Cl -0.859 -0.019 -3.461
C -0.850 -2.478 -4.578
Cl -1.454 -1.718 -5.995
C -0.628 -3.853 -4.553
Cl -0.967 -4.804 -5.941
C -0.140 -4.448 -3.391
Cl 0.116 -6.146 -3.352
C -4.138 1.837 1.150
Si -2.917 2.702 0.005
C -3.113 2.138 -1.774
C -3.312 4.542 0.082
Si -0.593 2.731 0.702
Si 0.843 3.794 -0.890
C 0.643 2.987 -2.572
C 0.231 5.574 -0.964
C 2.636 3.832 -0.348
Si -0.427 3.770 2.857
C 1.365 4.093 3.338
C -1.428 2.932 4.210
C -1.249 5.454 2.586
H -5.129 2.190 0.850
H -3.999 2.116 2.195
H -4.154 0.754 1.082
H -4.157 1.885 -1.969
H -2.503 1.275 -2.032
H -2.842 2.948 -2.454
H -4.170 4.682 -0.583
H -2.521 5.199 -0.268
H -3.603 4.864 1.080
H -0.401 2.880 -2.866
H 1.097 1.994 -2.598
H 1.140 3.603 -3.326
H -0.834 5.675 -1.155
H 0.754 6.036 -1.806
H 0.481 6.140 -0.068
H 3.038 2.847 -0.134
H 2.784 4.448 0.539
H 3.223 4.268 -1.161
H 2.057 3.410 2.851
H 1.504 3.988 4.416
H 1.642 5.113 3.071
H -0.895 2.119 4.699
H -2.383 2.548 3.851
H -1.649 3.691 4.966
H -1.151 5.868 1.585
H -0.781 6.161 3.275
H -2.311 5.417 2.828
```

Results
- E_HOMO (eV) = -10.0
- DFT total energy (eV) = -164960.686
- relative energy (zero: lowest compared OMol25 entry of this formula, charge and spin) (eV) = 0.000
- orbital gap (eV) = 6.9
- net charge = +1
- largest force on an atom (hartree/bohr) = 0.0220



> What is the largest force on an atom in the seventh record?

0.0913 hartree/bohr



> net charge of number 4 (C18H25BBrClN3O4)?

+1



> Among the records above, which one has the lowest largest force on an atom?

C45H53Cl5NP2PtSi4